[1]
Molecular formula: C2H3N3OS2
Method: DFT, ωB97M-V/def2-TZVPD

```
11
Properties=species:S:1:pos:R:3:forces:R:3
H 1.040273 -1.673646 2.433556 -0.31 1.81 -1.13
N 1.011864 -0.640362 2.203218 0.44 1.53 -0.40
C 0.514435 -0.221802 1.111029 0.67 -6.64 4.75
O -0.111822 -1.400708 0.396058 -0.18 3.86 -2.33
C -0.773744 -0.758374 -0.620183 -1.95 -0.37 -0.09
S -1.934063 -1.386552 -1.679570 1.80 0.60 1.29
N -0.546181 0.603177 -0.489633 1.79 -2.63 -0.65
N 0.231391 0.998994 0.579992 0.80 -0.65 0.11
S 1.675020 1.897529 0.087436 0.37 1.70 3.65
H -1.174938 1.254806 -0.728754 -2.99 2.40 -1.52
H 1.850253 2.597275 1.600765 -0.43 -1.62 -3.67
```
Positions in Å, forces in eV/Å.

Highest occupied orbital energy = -9.0 eV
Lowest unoccupied orbital energy = -0.0176 hartree
Energy relative to the best compared isomer or geometry (same formula, charge and spin) = 72.3 kcal per mole
Total charge = 0
SMILES = [H]/N=c1\oc(=S)[nH]n1S

[2]
Molecular formula: C19H42N5O3
Method: DFT, ωB97M-V/def2-TZVPD

```
69
Properties=species:S:1:pos:R:3:forces:R:3
N -3.818968 0.721679 4.223281 -0.46 -0.31 0.22
C -2.704987 0.117680 3.685109 -0.35 1.06 0.90
N -1.496368 0.492257 4.160094 0.90 -0.60 -0.57
N -2.780916 -0.775233 2.773039 0.04 -1.30 -1.29
O -3.855383 -0.884030 1.925768 -0.09 -0.02 0.54
H -4.425609 -0.006415 4.589591 -0.46 0.15 -0.16
H -4.323656 1.257435 3.522199 -0.09 0.25 0.19
H -0.782603 0.469808 3.435844 0.33 -0.34 0.24
H -1.217604 -0.047274 4.976604 0.13 0.79 0.47
H -2.037865 -1.448481 2.612837 0.38 0.32 -0.42
H -4.254968 -1.748935 2.115380 -0.12 0.01 -0.12
C -3.832922 -1.593162 -2.953164 -0.03 0.05 -0.17
C -2.699500 -0.974115 -2.099939 -1.51 -0.80 -0.28
C -3.121791 0.407823 -1.596481 0.20 0.48 -0.01
C -3.094766 1.488657 -2.676030 0.06 -0.06 -0.05
C -1.740416 1.512554 -3.384851 -0.19 0.12 0.54
C -1.324381 0.147009 -3.929561 -0.34 0.02 -1.73
N -1.433366 -0.905559 -2.878246 0.32 1.49 1.17
O -0.438430 -0.823856 -2.070161 0.64 -0.53 0.12
C -2.188656 -0.209690 -5.153762 -0.27 -0.10 0.08
C 0.102947 0.219748 -4.458188 0.37 -0.10 0.36
C -2.521832 -1.904682 -0.910271 0.51 -0.20 0.33
H -3.435569 -2.280071 -3.698692 0.04 0.01 -0.01
H -4.519004 -2.167616 -2.331557 0.05 0.05 0.13
H -4.439253 -0.845906 -3.461382 0.07 0.01 -0.06
H -2.453000 0.715560 -0.783311 0.10 -0.09 -0.04
H -4.123656 0.339488 -1.164455 -0.01 -0.13 -0.02
H -3.902393 1.335078 -3.395692 0.02 -0.05 -0.01
H -3.281851 2.462203 -2.219567 -0.02 0.00 0.00
H -1.761873 2.234084 -4.202315 0.04 -0.07 -0.10
H -0.982209 1.868524 -2.679560 0.06 -0.11 0.01
H -1.981927 -1.225143 -5.492369 0.02 -0.02 0.03
H -1.957554 0.464387 -5.976971 0.12 0.05 0.05
H -3.258135 -0.119008 -4.981280 0.02 -0.04 0.04
H 0.806627 0.567445 -3.704303 -0.03 -0.08 0.07
H 0.146894 0.919633 -5.290621 -0.13 0.01 -0.04
H 0.438266 -0.753859 -4.816761 -0.01 -0.02 0.02
H -2.191851 -2.894616 -1.228731 0.05 0.02 -0.03
H -3.467262 -2.022314 -0.383574 -0.16 0.07 -0.20
H -1.797123 -1.517624 -0.190980 0.10 0.00 -0.14
C 3.073994 -0.983175 0.002003 0.16 0.01 -0.07
C 2.350071 -0.514971 1.286710 0.15 -0.62 -1.56
C 1.760218 0.880009 1.069695 0.02 0.43 0.17
C 2.803058 1.995896 1.081156 0.05 -0.05 0.09
C 3.669730 1.916452 2.338130 -0.57 0.11 -0.12
C 4.299559 0.539909 2.546499 1.68 0.11 -0.53
N 3.272667 -0.538135 2.454223 -1.19 1.42 0.63
O 2.587214 -0.584649 3.539912 -0.03 -0.56 0.57
C 5.419926 0.318563 1.512924 -0.11 -0.06 -0.27
C 4.994292 0.494618 3.902128 -0.32 -0.16 0.40
C 1.219796 -1.506536 1.501611 -0.44 -0.20 0.33
H 3.881828 -1.675272 0.235043 0.02 0.02 0.05
H 2.388394 -1.509715 -0.660565 -0.14 0.07 0.06
H 3.482102 -0.159225 -0.579720 0.07 0.01 0.06
H 1.024049 1.089633 1.858724 0.06 -0.07 0.09
H 1.212172 0.891507 0.124521 -0.01 -0.15 -0.02
H 3.422977 1.950564 0.182998 0.00 -0.06 0.00
H 2.299552 2.963639 1.048666 0.00 0.00 -0.03
H 4.457695 2.669053 2.294525 0.11 -0.07 0.02
H 3.051503 2.168081 3.206379 0.01 -0.12 0.05
H 5.809420 -0.697768 1.574205 -0.02 -0.02 0.02
H 6.245592 0.999489 1.713347 -0.03 0.04 0.13
H 5.116781 0.505896 0.486008 -0.04 -0.05 0.02
H 4.321602 0.741509 4.721157 -0.06 -0.09 -0.04
H 5.805683 1.219865 3.918847 0.02 0.03 -0.13
H 5.418282 -0.491718 4.092506 -0.02 -0.02 -0.01
H 1.596102 -2.513968 1.682510 0.03 0.02 0.07
H 0.587037 -1.540464 0.613741 0.13 0.09 -0.15
H 0.581616 -1.222555 2.345147 0.16 -0.04 0.11
```
Positions in Å, forces in eV/Å.

Highest occupied orbital energy (alpha / beta) = -10.7 / -11.6 eV
Lowest unoccupied orbital energy (alpha / beta) = -0.1582 / -0.1582 hartree
Total charge = +1
2S+1 = 3

[3]
Molecular formula: C6H24N12O6
Method: DFT, ωB97M-V/def2-TZVPD

```
48
Properties=species:S:1:pos:R:3:forces:R:3
N 1.250438 0.297356 -1.690290 2.65 -1.95 -2.08
C 0.340888 0.750856 -0.892110 0.28 -1.04 2.44
N -0.194232 1.873026 -1.256380 -2.94 2.78 0.42
O 0.120988 0.153866 0.164820 -0.86 0.21 0.18
H 1.485158 -0.619314 -1.337130 0.73 -0.11 -1.00
H 1.298928 0.617376 -2.647030 0.29 -0.62 0.17
H 0.055618 2.478096 -2.025520 -0.07 -0.34 0.40
H -0.939212 2.073906 -0.604650 -0.05 1.03 -0.42
N 3.598698 1.132276 5.272030 2.50 1.27 2.79
C 2.610288 1.050906 4.428080 -2.39 0.88 -1.70
N 2.643198 -0.090184 3.811690 -0.56 -3.90 -2.52
O 1.840718 1.961196 4.224510 -1.33 0.73 -0.14
H 3.519728 2.119386 5.470770 1.50 0.28 0.81
H 4.415288 0.761436 4.807550 0.64 0.65 0.77
H 3.346318 -0.756174 4.098360 -0.47 -0.08 -0.29
H 2.065628 -0.305914 3.011720 0.03 0.18 0.25
N 0.477988 0.474886 -7.115580 -4.95 -4.85 -0.42
C 1.444648 1.293646 -7.047660 4.00 -1.37 -3.02
N 1.094088 2.321316 -6.383830 -0.04 6.15 3.39
O 2.504278 1.074526 -7.624800 0.71 0.64 0.26
H 0.526438 -0.321944 -7.734300 -0.04 0.21 0.31
H -0.393682 0.740906 -6.680230 0.00 -0.70 -0.46
H 0.158228 2.452276 -6.027310 0.42 0.09 -0.21
H 1.698428 3.130336 -6.402960 -0.13 -0.17 0.17
N -5.409942 -1.424394 3.919260 -5.17 -0.91 3.35
C -4.805332 -0.975924 2.866220 1.50 1.92 -0.34
N -3.583972 -1.423884 2.935210 3.87 -1.74 -1.19
O -5.171342 -0.084574 2.148750 -1.10 1.26 -1.40
H -5.189312 -2.264834 4.434120 -0.09 0.45 -0.19
H -6.280072 -0.947604 4.108030 -0.15 -0.61 0.17
H -3.507292 -2.212944 3.561000 1.34 0.42 -0.44
H -2.834272 -0.981634 2.422910 -0.05 -0.67 -0.01
N 3.794178 -5.182514 -2.311350 2.55 1.41 -5.35
C 3.366628 -5.525644 -1.169070 -0.08 -2.65 3.93
N 2.196958 -4.932704 -0.977880 -4.06 1.75 1.15
O 3.944768 -6.287804 -0.413300 -0.07 -0.18 0.56
H 4.594998 -5.659464 -2.700320 -0.24 0.46 -0.14
H 3.165718 -4.564494 -2.804500 1.18 -0.34 -0.85
H 1.786938 -4.491414 -1.788580 -0.10 -0.07 0.40
H 1.470538 -5.169374 -0.317270 0.83 -0.36 0.30
N -2.346552 2.852066 2.867460 0.62 -1.58 1.61
C -2.553812 3.888556 2.051780 2.30 0.97 1.18
N -3.572582 3.704796 1.270260 -2.82 -0.10 -2.77
O -1.878602 4.904776 2.009200 0.31 0.41 0.31
H -2.743242 1.955446 2.624910 0.12 0.19 0.35
H -1.648902 2.888926 3.596850 0.01 0.04 -0.44
H -3.667562 4.429066 0.572760 -0.44 -0.46 -0.02
H -4.096802 2.841506 1.273780 -0.14 0.41 -0.25
```
Positions in Å, forces in eV/Å.

Highest occupied orbital energy = -9.3 eV
Lowest unoccupied orbital energy = -0.0062 hartree
Energy relative to the best compared isomer or geometry (same formula, charge and spin) = 127.5 kcal per mole
Total charge = 0
SMILES = NC(N)=O.NC(N)=O.NC(N)=O.NC(N)=O.NC(N)=O.NC(N)=O

[4]
Molecular formula: C8H14FINO4PPd
Method: DFT, ωB97M-V/def2-TZVPD

```
31
Properties=species:S:1:pos:R:3:forces:R:3
C 1.769207 -1.933344 0.873719 -0.30 0.00 0.04
C 1.383247 -0.408923 0.559631 0.16 -0.36 0.10
N 1.864044 0.389152 1.718589 0.24 -1.53 -1.40
C 2.101571 -0.030467 -0.765161 1.07 0.10 1.48
C 1.778700 1.406323 -1.235783 -0.20 -1.38 -0.64
O 1.338274 1.648834 -2.283144 -0.23 0.34 -0.63
I 2.120522 3.117503 0.097458 -0.02 -0.52 0.86
C -0.189047 -0.303870 0.522223 -0.29 -0.22 0.96
C -0.916804 -1.192267 -0.568171 -0.83 -0.28 -0.48
C -0.870413 -0.627580 -2.008169 1.03 -0.88 -0.01
O -1.375811 0.344756 -2.389366 -0.68 0.88 0.03
F -0.105111 -1.365926 -2.914834 -0.50 -0.10 1.27
O -0.652047 1.052027 0.450716 0.13 -1.28 0.03
C -1.896990 1.215805 1.128062 -0.30 0.58 0.40
P -2.988375 2.346557 0.046977 -1.66 -0.11 -1.01
O -4.334182 1.717327 -0.200784 1.26 0.16 0.54
H 1.206543 -2.288248 1.768837 0.32 0.19 -0.66
H 1.525332 -2.577695 -0.001484 0.30 0.38 0.69
H 2.857530 -2.031872 1.116515 -0.90 0.23 -0.40
H 1.521931 -0.131271 2.539493 0.04 0.93 0.12
H 2.880600 0.254691 1.719812 -0.18 0.58 0.27
H 3.206990 -0.062473 -0.549884 -0.89 0.13 -0.20
H 1.945358 -0.814074 -1.547778 -0.25 1.14 0.30
H -0.549530 -0.680539 1.520055 0.44 -0.02 -0.89
H -0.584089 -2.281126 -0.507054 0.19 0.81 0.05
H -2.004221 -1.211515 -0.283099 0.89 0.26 -0.33
H -2.456937 0.262625 1.285045 0.39 0.66 -0.29
H -1.786892 1.694209 2.139479 0.16 -0.20 -0.86
H -3.093477 3.638414 0.651344 0.43 -0.58 -0.01
H -2.261224 2.514451 -1.172506 0.13 0.02 0.74
Pd -1.434698 -3.661482 -1.710739 0.03 0.05 -0.07
```
Positions in Å, forces in eV/Å.

Highest occupied orbital energy = -15.6 eV
Lowest unoccupied orbital energy = -0.4841 hartree
Total charge = +2